Record 1
This record from the Open Molecules 2025 dataset describes 9 unconnected molecules or ions with the total composition C32H48NO27 in a non-equilibrium geometry. The level of theory is ωB97M-V/def2-TZVPD.

The calculation puts the energy above the lowest of the compared OMol25 structures with the same formula, charge and spin at 2.094 eV. As for the charge: -1.

The geometry in XYZ format:
```
108
Properties=species:S:1:pos:R:3:mulliken_charge:R:1
N -0.04778 0.46490 0.14939 0.478
O 1.02510 1.08571 -0.14357 -0.644
O -0.91884 0.98600 0.83747 -0.527
O -0.22043 -0.58867 -0.41469 -0.173
C -3.37849 -1.08564 3.51478 -1.399
C -3.64392 -1.78981 2.20208 0.919
C -2.32432 -2.03459 1.42906 -0.298
O -2.18764 -3.43967 1.58919 -0.034
C -3.20744 -4.01213 2.16066 0.443
O -3.49149 -5.17691 2.27076 -0.568
O -4.12776 -3.05135 2.40031 -0.414
H -2.71133 -0.16285 3.52390 0.093
H -2.88015 -1.84038 4.14197 0.366
H -4.26632 -0.83405 3.97213 0.476
H -4.50069 -1.32657 1.62422 0.357
H -1.49031 -1.35821 1.64378 -0.051
H -2.28595 -1.98500 0.39897 0.036
C -0.62086 -3.34810 -2.46528 -2.860
C -1.62946 -4.46232 -2.53656 0.468
C -2.58855 -4.29877 -3.83686 -0.382
O -2.45883 -5.55672 -4.45072 -0.232
C -1.67521 -6.31282 -3.86086 0.512
O -1.46444 -7.58395 -4.05242 -0.621
O -0.98285 -5.69011 -2.68584 -0.317
H 0.03399 -3.28239 -3.22657 1.244
H -0.07889 -3.37933 -1.37342 -0.146
H -0.81383 -2.44620 -2.72746 1.279
H -2.27183 -4.46015 -1.70628 0.340
H -1.84468 -3.52096 -4.38991 0.288
H -3.62840 -3.99611 -3.50319 0.311
C -3.79709 1.91897 -0.28453 -1.903
C -2.96880 1.87258 -1.60012 1.428
C -2.80537 0.48161 -2.13337 0.728
O -3.52968 0.55132 -3.45510 -0.409
C -4.09738 1.73225 -3.49489 0.460
O -4.86048 1.97065 -4.42068 -0.658
O -3.68994 2.50663 -2.57788 -0.344
H -4.01301 2.84279 0.08324 0.469
H -3.65274 1.13600 0.40859 0.360
H -4.76285 1.44237 -0.43978 0.528
H -1.84968 2.15820 -1.42376 -0.123
H -3.03463 -0.32610 -1.44776 -0.047
H -1.77270 0.41919 -2.18737 -0.576
C 3.62756 3.90905 0.08284 -1.499
C 3.07218 4.81884 1.20114 0.868
C 3.47470 4.50845 2.66672 -0.085
O 4.43261 5.46389 2.95478 -0.367
C 4.44118 6.40903 2.07558 0.620
O 5.09678 7.44246 2.03609 -0.627
O 3.63662 6.06495 1.12216 -0.404
H 3.50324 4.56675 -0.79663 0.335
H 3.23921 2.88437 0.02228 0.192
H 4.56298 3.79338 0.22320 0.624
H 1.91951 4.77130 1.23635 -0.003
H 3.81861 3.43140 2.94122 0.180
H 2.70957 4.91865 3.28102 0.165
C 2.11960 -3.74992 3.41345 -1.187
C 0.78295 -3.96718 2.72143 1.164
C 0.89203 -3.62692 1.20457 2.060
O 0.57155 -4.91438 0.63170 -0.305
C 0.36727 -5.84442 1.58286 0.582
O 0.15787 -6.99565 1.28135 -0.594
O 0.44190 -5.36802 2.84659 -0.380
H 2.82803 -4.16309 2.69992 0.332
H 2.09384 -4.34555 4.53852 0.264
H 2.35827 -2.71558 3.43880 0.373
H -0.10502 -3.43356 3.11609 -0.006
H 1.86382 -3.09223 0.82284 -1.094
H 0.05223 -3.03634 0.71833 -1.363
C 2.83722 -1.45610 -1.56592 -2.217
C 4.15146 -1.34698 -0.70777 0.012
C 4.02939 -1.12669 0.75141 -0.038
O 4.24426 -2.28060 1.38909 -0.341
C 4.76430 -3.15012 0.49940 0.803
O 5.25920 -4.16653 0.82419 -0.599
O 4.62726 -2.73272 -0.65222 -0.449
H 2.90662 -1.57460 -2.43768 1.740
H 2.39605 -0.50486 -1.49466 0.219
H 2.16208 -2.04001 -1.16323 -0.032
H 4.90553 -0.79866 -1.08820 0.794
H 2.94297 -0.79571 0.88538 0.038
H 4.67126 -0.29074 1.14517 0.316
C -0.07194 2.86354 -4.23511 -1.465
C 0.88332 1.88900 -3.55362 1.520
C 1.08817 0.50948 -4.12073 0.012
O 2.48773 0.49258 -4.31168 -0.402
C 3.00811 1.60482 -3.80380 0.541
O 4.22320 1.70986 -3.87619 -0.660
O 2.17142 2.46763 -3.50746 -0.343
H 0.24869 2.86437 -5.29828 0.478
H -0.07761 3.95238 -3.88867 0.266
H -1.11817 2.37562 -4.37797 0.237
H 0.49862 1.71677 -2.51827 -0.600
H 0.53868 0.57812 -5.07925 0.490
H 0.49600 -0.27902 -3.70122 -0.071
C -2.96654 4.84260 2.34016 -1.034
C -1.98000 4.18458 3.43986 0.207
C -0.82232 3.45378 2.90862 0.327
O 0.27246 4.21848 3.43984 -0.225
C -0.15883 5.26059 4.18988 0.526
O 0.54761 6.01225 4.73623 -0.509
O -1.51889 5.28032 4.26323 -0.416
H -3.45462 4.03212 1.90671 0.125
H -2.45604 5.32796 1.45941 0.346
H -3.94530 5.42824 2.65895 0.314
H -2.62873 3.72524 4.02683 0.480
H -0.77225 3.30781 1.69056 -0.146
H -0.83348 2.49622 3.25218 0.059
```

---

Record 2
This record from the Open Molecules 2025 dataset describes a molecular structure, C32H48P2Tc in a non-equilibrium geometry. The level of theory is ωB97M-V/def2-TZVPD.

As for the calculated total energy: -2010.8222 Ha. The spin multiplicity is 4. As for the charge: +2.

The geometry in XYZ format:
```
83
Properties=species:S:1:pos:R:3:lowdin_spin:R:1
Tc 1.50833 -0.23897 -0.31195 1.799
C 2.86713 0.07839 1.28300 -0.026
C 2.02363 -0.52112 2.32623 -0.057
C 2.53918 -2.19006 0.82500 -0.062
C 3.29773 -1.02725 0.42208 0.032
C 1.80063 -1.87285 2.00163 0.012
C 3.68842 1.30208 1.53249 0.001
H 3.16427 1.99897 2.19674 0.000
H 3.90220 1.83572 0.60829 0.002
H 4.64601 1.00963 1.99700 -0.002
C 4.55159 -1.05610 -0.38205 0.018
H 4.58561 -0.19426 -1.04651 0.002
H 4.59432 -1.95946 -0.99627 0.000
H 5.43598 -1.02772 0.27006 0.003
C 2.73511 -3.56183 0.29676 -0.014
H 3.53952 -4.08877 0.82842 -0.006
H 3.00313 -3.53186 -0.76202 -0.001
H 1.81458 -4.13947 0.42940 -0.001
C 1.09097 -2.84243 2.88213 0.006
H 1.74478 -3.18247 3.69719 0.002
H 0.75776 -3.72277 2.32451 0.000
H 0.20612 -2.38263 3.34026 0.001
C 1.82986 0.03911 3.68710 -0.010
H 2.33940 -0.58538 4.43987 -0.003
H 0.77130 0.07490 3.97280 -0.004
H 2.24138 1.04783 3.74825 0.000
C -0.21903 1.13129 -0.16704 0.042
C -0.01178 1.94152 0.96879 -0.010
C -0.67679 1.89911 2.26243 -0.002
C -2.18748 1.55371 2.41674 0.001
C -2.50402 0.12896 2.67109 0.008
C -2.47879 -0.90760 1.82492 0.000
C -1.48760 -0.96012 0.68247 0.020
C -1.46447 0.24677 -0.26563 0.069
H -0.50393 2.88318 2.74087 0.000
H -2.75697 1.99806 1.58691 0.001
H -0.13705 1.16346 2.89059 -0.001
H -2.33302 0.90830 -0.13390 0.025
H -0.01319 1.66023 -1.12311 0.004
H 0.84291 2.61823 0.91531 0.000
H -1.51410 -0.13780 -1.30153 0.013
H -0.46160 -1.13513 1.04763 0.006
H -3.03522 -1.81886 2.06425 0.000
H -1.76230 -1.85630 0.08445 0.008
H -2.48972 2.11060 3.32342 0.000
H -3.01994 -0.00770 3.63120 0.000
P -3.99798 0.48045 -1.59557 0.430
P -3.79959 -2.66984 -1.04085 0.145
C -5.54797 -0.54930 -1.74791 0.064
C -5.22247 -2.00711 -2.08171 -0.001
H -6.18246 -0.09840 -2.52581 0.016
H -6.07246 -0.47300 -0.78230 0.000
H -6.10711 -2.64477 -1.90670 0.003
H -4.93254 -2.10568 -3.13987 0.000
C -4.02864 -4.40865 -1.59138 0.034
H -3.48563 -5.06048 -0.90104 0.000
H -3.62287 -4.52956 -2.59880 0.000
H -5.09101 -4.67980 -1.58836 0.006
C -4.85441 -2.89259 0.47636 0.014
H -5.85192 -3.25989 0.19886 0.003
H -4.93446 -1.95775 1.04177 0.000
H -4.36584 -3.65604 1.09282 0.000
C -3.79405 1.06388 -3.31527 0.057
H -2.83987 1.60191 -3.38164 0.002
H -4.62272 1.73919 -3.56326 0.013
H -3.76998 0.21270 -4.00943 -0.001
C -4.67022 1.97219 -0.77136 0.054
H -5.29106 1.70146 0.09449 0.000
H -5.27005 2.54782 -1.48802 0.013
H -3.83538 2.59188 -0.42162 0.002
C 2.54583 1.10640 -1.27084 -0.044
C 3.39589 1.96017 -1.66833 0.191
C 4.43602 2.84645 -2.10429 0.016
C 5.37637 2.42235 -3.08602 0.037
C 6.51742 3.17451 -3.37992 -0.005
C 6.75769 4.39478 -2.73849 0.039
C 5.82599 4.85934 -1.80384 -0.004
C 4.67938 4.12002 -1.49856 0.036
H 5.23094 1.46000 -3.56979 0.002
H 7.25476 2.80806 -4.08694 -0.001
H 7.67747 4.95607 -2.93925 0.002
H 6.03584 5.79884 -1.29385 -0.001
H 3.99226 4.49325 -0.74358 0.002
```

---

Record 3
This record from the Open Molecules 2025 dataset describes 9 unconnected molecules or ions with the total composition C32H49ClN11O6 in a non-equilibrium geometry. The level of theory is ωB97M-V/def2-TZVPD.

As for the calculated total energy: -2762.3350 Ha. As for the charge: +1.

The geometry in XYZ format:
```
99
Properties=species:S:1:pos:R:3:mulliken_charge:R:1
C -4.48487 1.98895 2.63074 -1.262
C -3.91325 2.55258 1.33530 0.251
Cl -3.95086 1.24064 0.09465 -0.301
C -2.48667 3.13145 1.51507 -1.022
C -1.62699 3.06320 0.27121 0.199
C -0.38169 2.41573 0.34870 0.698
C 0.13760 1.76814 1.61823 -1.350
C 1.59488 1.32042 1.56270 0.032
O 1.80596 0.23543 0.65965 -0.481
C 2.02161 0.81982 2.97812 -1.097
N 3.43957 0.90638 3.24262 -0.556
C 0.39855 2.36874 -0.78344 -0.188
N -0.03413 2.89766 -1.93539 0.662
O 0.75591 2.81048 -3.05003 -0.451
C -1.21501 3.51117 -2.06262 0.075
C -1.61207 4.05687 -3.43330 -1.664
O -2.43000 3.11089 -4.07779 -0.346
C -1.72150 2.03573 -4.66751 -0.218
O -1.50709 0.98576 -3.77283 -0.394
C -2.72957 0.34454 -3.39655 0.795
C -2.51585 -1.15939 -3.27366 -0.636
O -3.21634 -1.83127 -4.30899 -0.530
C -2.03663 3.62262 -0.94935 0.533
N -3.27406 4.30922 -0.99439 -0.685
C -4.16074 3.88973 -1.74738 0.708
O -4.96673 3.65741 -2.53600 -0.363
H -4.12137 2.54204 3.49446 0.182
H -5.57157 2.09282 2.62263 0.394
H -4.27489 0.92874 2.76005 0.369
H -4.57045 3.33338 0.96728 0.408
H -2.52855 4.14569 1.91665 0.393
H -2.02162 2.51706 2.28124 0.316
H 0.01221 2.45575 2.45538 0.889
H -0.49459 0.89484 1.82402 0.341
H 2.25005 2.15237 1.28230 0.319
H 0.96607 -0.11747 0.34290 0.305
H 1.75588 -0.23831 2.97516 0.314
H 1.45184 1.37942 3.72173 0.440
H 3.76896 1.85996 3.29898 0.236
H 3.99141 0.37887 2.57485 0.233
H 1.38168 1.91622 -0.81199 0.563
H 1.30481 2.02134 -2.92034 0.386
H -2.22987 4.93482 -3.24423 0.504
H -0.74409 4.35604 -4.01890 0.570
H -0.75126 2.37727 -5.02803 0.407
H -2.30679 1.66383 -5.51061 0.220
H -3.03820 0.70990 -2.41260 -0.623
H -3.54279 0.56238 -4.09190 0.355
H -1.43891 -1.36327 -3.31572 0.129
H -2.85586 -1.53193 -2.30304 0.461
H -3.41605 -2.72298 -3.99590 0.319
C -4.95646 -0.07581 -7.43510 -0.730
C -3.69992 0.53203 -7.84609 0.422
N -2.70534 1.00953 -8.16276 -0.438
H -4.81691 -1.13118 -7.20686 0.237
H -5.34891 0.41126 -6.54369 0.195
H -5.70290 0.00809 -8.22341 0.334
C 6.04764 -2.14567 3.91774 -0.873
C 5.43838 -1.70887 2.67302 0.515
N 4.95280 -1.36654 1.69005 -0.518
H 6.61474 -3.06382 3.77423 0.261
H 6.72734 -1.38785 4.30443 0.307
H 5.29266 -2.33622 4.67897 0.311
C 8.63697 -4.87410 5.99942 -0.788
C 7.24840 -4.67823 6.40050 0.312
N 6.15412 -4.51787 6.70865 -0.417
H 9.31841 -4.50671 6.76291 0.327
H 8.85428 -5.92598 5.84168 0.238
H 8.86066 -4.34541 5.07585 0.339
C 11.68478 -7.60044 3.52499 -0.842
C 11.45226 -6.44446 4.37759 0.413
N 11.27554 -5.53517 5.05501 -0.388
H 12.72748 -7.64786 3.21573 0.295
H 11.44591 -8.52320 4.05123 0.274
H 11.06792 -7.55153 2.62917 0.269
C 2.86877 -3.43028 -0.38483 -0.893
C 1.56644 -2.90754 -0.76559 0.483
N 0.54320 -2.47106 -1.05237 -0.444
H 2.97272 -3.45963 0.69825 0.247
H 3.01723 -4.43915 -0.76767 0.344
H 3.66418 -2.79704 -0.77463 0.292
C -8.13961 3.26521 -3.52233 -0.518
C -9.56620 3.54717 -3.57365 0.128
N -10.69033 3.77079 -3.61287 -0.321
H -7.73218 3.49056 -2.53880 0.181
H -7.94113 2.21524 -3.73266 0.280
H -7.59617 3.86183 -4.25345 0.260
C -3.48124 3.53731 7.05928 -0.881
C -2.74057 3.18502 5.85841 0.495
N -2.15635 2.90270 4.91185 -0.439
H -3.21468 2.87801 7.88359 0.283
H -3.26461 4.56097 7.36003 0.279
H -4.55378 3.45272 6.89089 0.300
C -0.38908 -4.95548 -3.67076 -0.654
C -1.72054 -4.62244 -3.19663 0.611
N -2.77129 -4.35407 -2.82262 -0.583
H 0.36122 -4.64422 -2.94610 0.026
H -0.29118 -6.02857 -3.82801 0.358
H -0.18076 -4.45372 -4.61468 0.273
```

---

Record 4
This record from the Open Molecules 2025 dataset describes a molecular structure, C32H49N2O5S2Si2Tc in a non-equilibrium geometry. The level of theory is ωB97M-V/def2-TZVPD.

The calculation puts the energy above the lowest of the compared OMol25 structures with the same formula, charge and spin at 0.864 eV. The spin multiplicity is 4. As for the charge: +1.

The geometry in XYZ format:
```
93
Properties=species:S:1:pos:R:3:lowdin_spin:R:1
Tc 0.80919 -0.38233 -0.29171 1.618
O 0.20538 1.22798 1.22289 0.037
N -1.73871 2.01403 2.39817 0.035
C -1.24085 3.31471 2.87998 0.153
C -0.46187 3.39780 3.96591 0.034
C -0.16706 2.26853 4.77450 0.237
C -0.78054 1.06068 4.47965 -0.004
C -1.59295 0.84319 3.37451 0.190
S -2.42934 -0.55459 2.94922 0.284
H -1.58489 4.17022 2.32251 0.006
H -0.09990 4.38136 4.24462 -0.002
H 0.45932 2.37031 5.65261 0.014
H -0.66632 0.21285 5.13976 -0.005
C -1.24034 0.73966 -3.83943 0.003
Si 0.80128 -2.20576 -2.81182 0.008
C 2.14048 -1.78981 -3.98454 0.008
C -0.71556 -2.94934 -3.53711 0.001
N 0.98519 -2.25915 -1.18180 0.004
C 1.71629 -3.19658 -0.44661 -0.001
C 2.13112 -4.42864 -0.95475 0.002
C 2.91723 -5.28629 -0.20356 0.000
C 3.31415 -4.91448 1.07120 0.002
C 2.89355 -3.70184 1.60327 0.000
C 2.07333 -2.88378 0.85390 0.002
O 1.59139 -1.61554 1.28806 0.023
C 1.96329 -1.19066 2.58662 0.002
C 2.85662 -0.14161 2.67664 -0.001
C 3.30510 0.25115 3.93200 0.000
C 2.85500 -0.40623 5.06612 0.000
C 1.92926 -1.43931 4.94933 0.000
C 1.46957 -1.83420 3.70300 0.001
H -1.77776 0.62736 -4.78817 0.000
H -0.20107 1.01799 -4.03932 0.001
H -1.26302 -0.22192 -3.30420 0.001
H 1.73140 -1.40076 -4.91980 0.001
H 2.71940 -2.69493 -4.20986 0.000
H 2.80534 -1.05190 -3.53756 0.006
H -1.05547 -2.39889 -4.41765 0.000
H -1.52206 -2.99742 -2.80256 0.000
H -0.48120 -3.97609 -3.85432 0.000
H 1.82536 -4.70934 -1.96668 0.000
H 3.23124 -6.23788 -0.61799 0.000
H 3.95569 -5.55977 1.65803 0.000
H 3.21543 -3.41160 2.59184 0.000
H 3.23338 0.32270 1.76852 -0.002
H 4.02328 1.05850 4.01325 0.000
H 3.21637 -0.11029 6.04472 0.000
H 1.56727 -1.95009 5.83312 0.000
H 0.75113 -2.63916 3.60032 0.001
C -1.17650 1.57008 1.05625 0.042
C -1.38467 2.56313 -0.08981 0.002
C -2.77427 3.18640 0.05017 0.001
C -0.28455 3.61944 -0.18228 0.005
O -1.35879 1.67833 -1.23214 0.034
Si -2.03242 1.99522 -2.73350 0.004
S 2.13720 0.75782 -1.56205 0.223
O -1.71422 3.53789 -3.08492 0.001
C -1.82074 4.38898 -4.24874 0.000
C -0.61421 5.31534 -4.21682 0.000
C -1.82114 3.55795 -5.52771 0.000
C -3.12124 5.16770 -4.12265 0.000
O -3.64668 1.84288 -2.68651 0.000
C -4.57776 0.74826 -2.61885 0.000
C -5.93849 1.37314 -2.37185 0.000
C -4.19498 -0.19084 -1.47455 0.000
C -4.57520 -0.00678 -3.94451 0.000
H -2.74395 2.07528 2.22348 0.011
H 0.33061 0.82967 2.11250 0.003
H -1.77675 0.69610 0.83688 0.008
H -2.82973 3.86867 0.89982 0.000
H -3.54844 2.41461 0.14308 0.000
H -2.99518 3.76843 -0.84715 0.000
H -0.17492 4.15479 0.76011 0.001
H -0.53691 4.32315 -0.97199 0.000
H 0.66431 3.14852 -0.43247 0.005
H 0.29781 4.72219 -4.11332 0.000
H -0.68116 6.00236 -3.36902 0.000
H -0.55325 5.90127 -5.13742 0.000
H -0.89045 2.98774 -5.62107 0.000
H -1.91026 4.21648 -6.39271 0.000
H -2.67041 2.86268 -5.53661 0.000
H -3.11576 5.76950 -3.20970 0.000
H -3.96672 4.47546 -4.07761 0.000
H -3.25114 5.83307 -4.98012 0.000
H -5.93039 1.93954 -1.43659 0.000
H -6.70684 0.59836 -2.30817 0.000
H -6.19197 2.05506 -3.18697 0.000
H -4.36277 0.28553 -0.50382 0.000
H -3.13377 -0.46485 -1.54565 0.000
H -4.79402 -1.10426 -1.51665 0.000
H -4.69655 0.69331 -4.77596 0.000
H -5.39770 -0.72434 -3.97157 0.000
H -3.63456 -0.55393 -4.07904 0.000
```

---

Question: Among the records above, which one has the lowest charge?
Answer: C32H48NO27

---

Question: charge of number 4 (C32H49N2O5S2Si2Tc)?
Answer: +1

---

Question: charge of number 4 (C32H49N2O5S2Si2Tc)?
Answer: +1